A 2-piece molecular cluster, C4H5ClOS overall in a non-equilibrium geometry, computed with ωB97M-V/def2-TZVPD.

```
! RIJCOSX wB97M-V def2-TZVPD def2/J DEFGRID3
* xyz 0 1
Cl 0.025 -1.501 -0.221
S -0.265 1.778 -0.345
O -2.938 -0.930 0.092
C 1.133 -0.251 0.242
C 2.426 -0.290 -0.039
C -2.075 -0.256 -0.416
C -1.417 0.874 0.319
H -1.781 1.027 1.333
H -1.710 -0.420 -1.449
H 0.658 0.557 0.786
H 3.068 0.524 0.279
H 2.877 -1.112 -0.581
*
```

Summary:
DFT total energy: -29630.6377 eV
Orbital gap: 8.07 eV

One molecule with the formula C4H5ClOS2 in a non-equilibrium geometry, computed with ωB97M-V/def2-TZVPD.

```
! RIJCOSX wB97M-V def2-TZVPD def2/J DEFGRID3
* xyz 0 1
Cl 2.794 0.053 -0.141
S -0.806 2.296 0.224
S -2.399 -0.778 -0.199
O 0.097 -2.389 0.639
C 1.127 -0.036 0.255
C -0.866 -0.279 -0.436
C 0.004 0.830 -0.403
C 0.248 -1.303 -0.131
H 0.740 -1.688 -1.070
H 0.257 0.923 -1.405
H 1.129 0.087 1.279
H -1.106 1.711 1.718
H -1.092 -2.387 0.671
*
```

Summary:
DFT total energy: -40465.8008 eV
Orbital gap: 8.64 eV